Formula: C2H9N4P
Source: the Open Molecules 2025 dataset
Level of theory: ωB97M-V/def2-TZVPD

The geometry in XYZ format:
```
16
Properties=species:S:1:pos:R:3:forces:R:3
C 0.9310 0.9643 0.1794 0.5 -0.7 1.4
C 1.5271 -0.4162 -0.2454 1.7 1.5 -0.1
N -2.7734 -0.1453 -0.8700 -0.5 0.0 -3.2
N -0.3842 1.1528 -0.3888 -0.3 0.2 -0.4
N 0.5636 -1.3358 0.1156 -3.8 -0.3 0.6
N -1.8751 -0.2720 1.4769 0.0 -0.2 -1.4
P -1.4407 -0.1030 -0.1198 2.4 0.1 0.2
H 0.6395 0.6892 1.2816 1.5 1.4 -1.3
H 1.6159 1.8422 -0.0522 -1.0 -1.0 0.8
H 1.8184 -0.4635 -1.2732 -0.2 0.4 -1.3
H 2.5325 -0.6296 0.2075 -0.8 0.5 0.6
H -2.8155 0.0633 -1.9204 0.2 -0.5 2.3
H -0.4898 1.7766 -1.1815 -0.1 -0.4 0.2
H 0.4925 -2.0313 -0.5982 -0.3 -0.7 -0.3
H -0.9774 -0.5889 1.8744 -1.4 -0.9 0.7
H -2.7787 -0.8338 1.3544 2.0 0.5 1.2
```
Positions in Å, forces in eV/Å.

The charge is 0. As for the energy above the lowest of the compared OMol25 structures with the same formula, charge and spin: 169.43 kJ/mol. As for the frontier orbital gap: 9.035 eV. As for the HOMO energy: -8.3 eV.

Formula: C25H27CaN5PSe3
Source: the Open Molecules 2025 dataset
Level of theory: ωB97M-V/def2-TZVPD

The geometry in XYZ format:
```
62
Properties=species:S:1:pos:R:3:forces:R:3
Ca 0.0528 -1.0642 -0.9687 0.0 -0.2 -0.2
Se 2.7363 -1.5908 -1.3180 0.3 0.0 0.0
P 2.5262 -1.5878 0.8671 0.0 -0.1 0.0
Se 0.4796 -1.7838 1.6220 0.2 -0.2 0.3
C 3.5131 -2.9293 1.5566 0.1 0.0 0.1
C 4.1642 -3.8586 0.7564 0.0 -0.1 0.1
C 4.9217 -4.8647 1.3464 0.0 0.0 0.0
C 5.0303 -4.9365 2.7251 0.0 0.0 0.0
C 4.3782 -4.0043 3.5266 0.0 0.0 0.0
C 3.6197 -3.0042 2.9469 0.0 0.0 0.0
C 3.2481 -0.0512 1.4855 0.0 0.2 0.0
C 4.6057 0.1868 1.2649 0.0 0.0 0.0
C 5.1663 1.3939 1.6463 0.0 0.0 0.0
C 4.3780 2.3720 2.2448 0.0 0.0 0.0
C 3.0329 2.1332 2.4766 0.0 -0.1 0.0
C 2.4664 0.9196 2.1009 0.1 0.1 0.0
H 4.0813 -3.8008 -0.3199 0.0 0.0 0.0
H 5.4288 -5.5903 0.7239 0.0 0.0 0.0
H 5.6239 -5.7181 3.1816 0.0 0.0 0.0
H 4.4624 -4.0604 4.6039 0.0 0.0 0.0
H 3.1077 -2.2844 3.5748 0.0 0.0 0.0
H 5.2239 -0.5664 0.7903 0.0 0.0 0.0
H 6.2199 1.5754 1.4787 0.0 0.0 0.0
H 4.8192 3.3157 2.5396 0.0 0.0 0.0
H 2.4226 2.8847 2.9621 0.0 0.0 0.0
H 1.4199 0.7206 2.2885 0.0 0.0 0.0
C -4.5911 1.9199 -2.9712 0.0 0.0 -0.1
C -3.1935 2.2473 -2.4957 0.1 -0.1 0.0
N -2.4234 1.0105 -2.4115 0.0 0.2 0.0
C -2.9267 -0.2092 -2.0793 0.0 -0.1 0.1
N -2.0683 -1.1750 -1.8077 -0.8 0.0 -0.2
C -2.6089 -2.5269 -1.5405 0.1 0.2 0.0
C -3.9731 -2.7397 -2.1586 0.0 -0.1 -0.1
C -4.8815 -1.6169 -1.7215 0.0 0.1 0.0
N -4.2730 -0.3365 -2.0709 -0.1 0.0 0.1
C -5.1588 0.8293 -2.0905 0.1 -0.1 0.0
H -4.5615 1.5795 -4.0080 0.0 0.0 0.0
H -5.2223 2.8065 -2.9225 0.0 0.0 0.0
H -3.2268 2.7469 -1.5221 0.0 0.0 0.0
H -2.6858 2.9087 -3.1954 0.0 0.0 0.0
H -1.4254 1.1039 -2.3532 0.0 -0.1 0.0
H -2.6752 -2.7065 -0.4617 0.0 0.1 0.1
H -1.9099 -3.2684 -1.9357 0.1 0.0 0.0
H -4.3857 -3.7000 -1.8497 0.0 0.0 0.0
H -3.8943 -2.7431 -3.2478 0.0 0.0 0.0
H -5.0798 -1.6694 -0.6452 0.0 0.0 0.0
H -5.8428 -1.6658 -2.2322 0.0 0.0 0.0
H -5.3112 1.2023 -1.0714 0.0 0.0 0.0
H -6.1281 0.4922 -2.4548 0.0 0.0 -0.1
Se 1.8857 2.0812 -1.5317 0.1 0.0 0.1
N 0.5519 1.2610 -0.6480 0.0 0.5 -0.3
C -0.1981 2.2145 -0.1139 -0.2 -0.1 0.2
C -1.3607 1.9802 0.6962 0.2 0.0 -0.1
C -2.0275 3.0515 1.1781 0.0 0.3 0.1
C -1.6118 4.4069 0.9010 -0.2 -0.2 0.1
C -0.5233 4.6732 0.1518 0.2 -0.2 -0.1
C 0.2283 3.5666 -0.3820 -0.1 0.3 0.1
N 1.3107 3.6997 -1.1241 0.0 -0.3 0.0
H -1.6605 0.9684 0.9374 0.0 0.0 0.0
H -2.8937 2.8978 1.8099 0.0 0.0 0.0
H -2.1887 5.2200 1.3210 0.0 0.0 0.0
H -0.1945 5.6833 -0.0514 0.0 0.0 0.0
```
Positions in Å, forces in eV/Å.

The charge is +1. As for the energy above the lowest of the compared OMol25 structures with the same formula, charge and spin: 4.39 kJ/mol. As for the frontier orbital gap: 7.102 eV. As for the HOMO energy: -11.0 eV.

Formula: C8H12O2
Source: the Open Molecules 2025 dataset
Level of theory: ωB97M-V/def2-TZVPD

The geometry in XYZ format:
```
22
Properties=species:S:1:pos:R:3:forces:R:3
C -2.6271 -0.3766 -0.5154 2.2 -0.9 -2.7
C -1.4921 -0.7045 -1.1627 -2.3 -0.6 -1.1
C -0.2067 -0.9004 -0.5045 1.3 -0.7 -0.2
O 0.0155 -2.2670 -0.0384 5.5 5.4 -0.6
C 0.7747 0.0534 -0.5566 -0.8 -2.0 -0.2
C 0.5547 1.4733 -1.0467 -3.4 -0.7 -1.0
C 2.1560 -0.2505 -0.0979 1.4 -1.5 0.0
H -2.5367 -0.1895 0.4749 -0.2 0.7 3.0
H -3.5522 -0.3026 -1.0092 -1.0 0.1 -0.5
H -1.5786 -0.9818 -2.2632 0.4 0.5 1.4
H -0.7286 -2.7372 -0.0381 -5.0 -2.6 -0.2
H 0.6787 1.6339 -2.1191 0.5 -0.5 -0.2
H 1.2344 2.0997 -0.5615 0.8 1.2 0.9
H -0.5500 1.8442 -0.9349 2.2 -0.7 0.3
H 2.7118 -1.1967 -0.3520 -1.4 0.3 -0.4
H 2.2477 -0.3046 0.9688 -0.1 0.5 0.8
H 2.8415 0.4640 -0.4782 0.5 1.1 -0.1
C 0.1225 -0.3829 2.5256 -0.4 1.1 0.4
C -0.4049 0.5116 1.7246 0.1 1.1 1.0
O -0.8537 1.5163 1.3439 -0.3 -0.1 -0.1
H 0.3295 0.0131 3.5146 -0.1 -0.3 0.0
H 0.3404 -1.3461 2.2112 0.5 -1.5 -0.4
```
Positions in Å, forces in eV/Å.

The charge is 0. As for the energy above the lowest of the compared OMol25 structures with the same formula, charge and spin: 344.87 kJ/mol. Its structure (SMILES) is C=CC(O)=C(C)C.C=C=O. As for the frontier orbital gap: 9.390 eV. As for the HOMO energy: -8.6 eV.

Formula: C5H5Cl3Si
Source: the Open Molecules 2025 dataset
Level of theory: ωB97M-V/def2-TZVPD

The geometry in XYZ format:
```
14
Properties=species:S:1:pos:R:3:forces:R:3
Cl 1.8073 3.0481 -0.0902 -0.6 -1.2 -0.4
Si 0.7990 1.3772 -0.8906 -0.1 0.2 -0.8
Cl 1.6091 1.0045 -2.7902 -0.3 0.3 0.7
Cl -1.2087 1.8299 -1.1191 0.7 0.4 0.0
C 0.8196 -0.2895 -0.0076 -0.4 0.5 0.7
C -0.2566 -1.1227 -0.6584 0.3 0.4 -0.1
C -1.3134 -1.2459 0.1557 0.7 0.4 0.1
C -0.9559 -0.6094 1.4296 -1.2 -0.4 0.2
C 0.2327 -0.0077 1.3795 0.7 -0.8 -0.9
H 1.8145 -0.7435 -0.0338 0.0 0.2 0.1
H -0.2216 -1.4216 -1.6891 0.1 -0.1 -0.2
H -2.2768 -1.6344 -0.1587 0.2 -0.2 0.4
H -1.5902 -0.6948 2.2963 -0.1 0.3 0.2
H 0.7410 0.5098 2.1766 0.0 0.0 0.0
```
Positions in Å, forces in eV/Å.

The charge is 0. As for the energy above the lowest of the compared OMol25 structures with the same formula, charge and spin: 0.00 kJ/mol. Its structure (SMILES) is Cl[Si](Cl)(Cl)C1C=CC=C1. As for the frontier orbital gap: 9.567 eV. As for the HOMO energy: -9.2 eV.

Formula: C5H9NO
Source: the Open Molecules 2025 dataset
Level of theory: ωB97M-V/def2-TZVPD

The geometry in XYZ format:
```
16
Properties=species:S:1:pos:R:3:forces:R:3
C 2.0534 1.3441 0.4325 0.1 -0.1 -0.1
C 1.0629 0.9844 -0.6562 0.1 0.0 -0.4
O 0.9643 1.7071 -1.6277 0.3 -0.3 0.2
C 0.0379 -0.1545 -0.6597 -0.1 0.1 -0.2
C -1.1455 0.4251 0.0100 -0.3 0.3 0.1
N -0.5490 -0.7922 0.5300 0.2 0.1 0.2
C -1.4120 -1.9889 0.3711 0.1 0.0 -0.1
H 2.5667 2.2446 0.0804 -0.1 -0.2 0.1
H 1.6248 1.5513 1.4202 -0.2 -0.2 -0.3
H 2.7767 0.5334 0.5479 -0.1 0.0 0.1
H -0.0018 -0.6453 -1.6311 -0.4 0.1 0.2
H -2.1296 0.4217 -0.4515 0.1 -0.2 0.1
H -0.8801 1.3268 0.5667 -0.6 -0.2 0.1
H -1.6735 -2.3596 1.3707 0.2 0.2 -0.2
H -0.9275 -2.8138 -0.1624 0.2 0.3 0.1
H -2.3678 -1.7842 -0.1410 0.4 0.1 0.0
```
Positions in Å, forces in eV/Å.

The charge is 0. As for the energy above the lowest of the compared OMol25 structures with the same formula, charge and spin: 263.39 kJ/mol. Its structure (SMILES) is CC(=O)[C@@H]1CN1C. As for the frontier orbital gap: 10.196 eV. As for the HOMO energy: -9.1 eV.

Formula: C6H36N4O14
Source: the Open Molecules 2025 dataset
Level of theory: ωB97M-V/def2-TZVPD

The geometry in XYZ format:
```
60
Properties=species:S:1:pos:R:3:forces:R:3
N -0.2499 -5.0227 -1.1061 -0.4 0.3 -0.2
C -1.6104 -4.8464 -1.2404 -0.2 -0.7 0.7
N -2.0288 -3.5369 -1.2147 1.0 -0.4 -1.7
O -2.3939 -5.7858 -1.2189 0.4 0.6 -0.2
H 0.3945 -4.2980 -1.3603 0.1 0.0 0.1
H 0.0664 -5.9605 -0.9540 0.0 -0.1 -0.2
H -1.3775 -2.7720 -1.1522 0.1 -0.3 0.1
H -3.0064 -3.3190 -1.2067 -0.1 -0.1 -1.0
N -0.1784 5.8412 0.4700 -0.6 -0.2 0.7
C 0.5363 4.7867 1.0009 -0.1 0.5 -1.0
N -0.2052 3.9584 1.8159 1.0 0.7 -0.2
O 1.7040 4.5951 0.7244 -0.1 -0.2 0.3
H -1.1329 5.9441 0.7633 0.0 0.2 -0.2
H 0.1254 6.3560 -0.3327 0.4 -0.1 0.0
H -1.2058 4.0243 1.8228 -0.1 -0.6 0.1
H 0.3373 3.1374 2.0143 -0.6 -0.3 0.4
O 3.5896 0.1586 -0.6867 -0.2 -0.6 0.3
C 3.4861 -0.8249 0.3461 0.0 0.8 0.3
C 4.7431 -0.8139 1.1932 0.4 0.1 -0.1
O 5.9342 -0.7472 0.4062 -0.6 0.1 0.3
H 2.8109 -0.0551 -1.2194 0.2 0.6 -0.6
H 2.6736 -0.4888 1.0055 -0.2 -0.6 0.1
H 3.2749 -1.8050 -0.0866 0.1 -0.1 0.0
H 4.7882 -1.7042 1.8200 0.0 -0.1 -0.1
H 4.6924 0.0481 1.8695 0.1 0.0 -0.1
H 5.8385 0.0953 -0.0559 0.2 -0.2 -0.3
O 0.2980 -1.6927 -0.3883 0.0 0.4 0.0
C -0.7528 -0.7186 -0.2217 0.5 -0.3 -0.6
C -0.3169 0.7365 -0.2521 -1.3 0.5 0.3
O -0.3684 1.2813 -1.5846 0.5 -0.3 0.1
H 0.9133 -1.3338 -1.0469 0.0 -0.2 -0.1
H -1.4316 -0.8214 -1.0795 -0.3 0.0 0.3
H -1.2831 -0.9995 0.6854 0.1 0.2 0.0
H 0.6397 0.9560 0.2187 0.2 -0.2 -0.3
H -1.0863 1.2875 0.3046 0.2 0.0 0.3
H -1.2998 1.4760 -1.7608 0.1 0.2 0.1
O -3.0353 0.7852 3.1256 0.1 -0.1 -0.1
H -2.7699 -0.0380 3.5481 -0.2 0.0 0.1
H -2.2332 1.3153 3.0680 0.0 0.0 0.0
O -3.0953 2.8828 1.3183 -0.1 0.1 -0.2
H -3.7639 2.2327 1.5728 0.1 0.0 0.2
H -3.2186 3.0141 0.3727 0.1 0.0 0.1
O -2.9110 2.4625 -2.1260 -0.1 0.0 -0.1
H -3.7626 2.8459 -1.8921 0.0 0.0 0.0
H -3.0056 2.2160 -3.0537 0.0 0.0 0.0
O 1.5760 -0.3714 -2.6146 -0.2 -0.2 -0.1
H 0.7572 0.1558 -2.6155 0.1 0.3 0.1
H 2.0858 -0.0945 -3.3825 0.0 0.0 0.0
O 1.8370 -3.5189 1.3909 0.0 0.1 -0.2
H 2.2787 -4.2953 1.0337 -0.1 -0.1 0.1
H 1.6809 -2.9502 0.6252 -0.1 0.0 0.1
O 0.7484 4.3865 -2.7496 -0.1 0.0 0.0
H 0.5261 3.6201 -2.2056 0.1 0.0 0.0
H -0.0817 4.6532 -3.1550 0.0 0.0 0.0
O -3.3429 -2.9508 0.7711 -1.0 0.7 0.9
H -2.6563 -2.4901 1.2661 0.0 -0.3 0.3
H -2.8419 -3.5432 0.1989 0.0 -0.1 1.3
O -0.8276 -2.7640 2.4878 -0.3 0.4 -0.1
H -0.0406 -2.8395 1.9326 0.2 -0.3 0.1
H -0.8221 -1.8500 2.7904 0.2 -0.1 0.2
```
Positions in Å, forces in eV/Å.

The charge is 0. Its structure (SMILES) is NC(N)=O.NC(N)=O.OCCO.OCCO.O.O.O.O.O.O.O.O. As for the frontier orbital gap: 9.252 eV. As for the HOMO energy: -10.0 eV.